Entry 1:
Here is a molecular structure, C12H28ClN4O4Pt from the Open Molecules 2025 dataset. Energies are from ωB97M-V with the def2-TZVPD basis set.

Geometry (Å):
1 Pt 2.609 -0.611 0.726
2 Cl 0.399 -0.615 -0.508
3 C 1.916 -4.131 -1.397
4 C 2.752 -3.787 -0.158
5 O 2.920 -2.583 0.146
6 N 3.310 -4.741 0.566
7 C 4.131 -4.613 1.750
8 H 2.583 -4.303 -2.239
9 H 1.310 -3.242 -1.557
10 H 1.243 -4.964 -1.206
11 H 3.132 -5.665 0.197
12 H 3.593 -4.684 2.696
13 H 4.580 -3.620 1.777
14 H 4.956 -5.316 1.830
15 C 2.718 3.104 3.398
16 C 2.266 2.534 2.073
17 O 2.668 1.391 1.737
18 N 1.416 3.219 1.337
19 C 0.790 2.764 0.100
20 H 2.999 4.137 3.198
21 H 3.596 2.547 3.714
22 H 1.954 2.977 4.162
23 H 1.005 4.076 1.676
24 H 0.388 3.589 -0.480
25 H 0.049 1.993 0.298
26 H 1.562 2.318 -0.531
27 C -5.481 -0.701 0.689
28 C -4.381 -0.513 -0.344
29 O -4.621 -0.231 -1.508
30 N -3.109 -0.644 0.076
31 C -2.657 -0.723 1.457
32 H -5.240 -1.410 1.480
33 H -6.397 -1.078 0.234
34 H -5.777 0.266 1.098
35 H -2.358 -0.564 -0.589
36 H -3.212 -0.087 2.144
37 H -1.621 -0.386 1.509
38 H -2.628 -1.744 1.845
39 C 0.387 1.593 -3.645
40 C -0.752 2.480 -3.158
41 O -1.008 3.528 -3.728
42 N -1.433 2.018 -2.097
43 C -2.642 2.638 -1.585
44 H 1.248 1.908 -3.043
45 H 0.630 1.814 -4.680
46 H 0.337 0.517 -3.486
47 H -1.141 1.123 -1.742
48 H -2.832 3.639 -1.960
49 H -2.656 2.788 -0.500
50 H -3.503 1.995 -1.772

As for the spin multiplicity: 3. Its net charge is +1. For the LUMO energy (alpha / beta), the calculation gives -3.94 / -6.57 eV.

Mulliken atomic charge list, values in e, 8 entries:
1. Pt 1.226
2. Cl -0.532
3. C -0.940
4. C 0.742
5. O -0.631
6. N -0.113
7. C -0.833
8. H 0.322



Entry 2:
Here is 3 unconnected molecules or ions with the total composition C19H31ClF16O3PSi from the Open Molecules 2025 dataset. Energies are from ωB97M-V with the def2-TZVPD basis set.

Geometry (Å):
1 C -0.481 -0.481 -2.826
2 C -1.723 0.299 -2.379
3 C -2.314 1.210 -3.471
4 C -2.769 2.554 -2.879
5 P -3.889 3.501 -3.909
6 Cl -3.389 3.280 -5.812
7 C -5.651 3.206 -3.677
8 C -6.093 2.012 -2.783
9 O -6.914 1.138 -3.487
10 Si -6.476 -0.353 -4.130
11 C -5.561 -1.325 -2.828
12 C -5.363 -0.113 -5.626
13 C -8.072 -1.149 -4.605
14 H -0.736 -1.488 -3.157
15 H 0.234 -0.575 -2.011
16 H 0.031 0.015 -3.652
17 H -2.495 -0.402 -2.056
18 H -1.480 0.902 -1.500
19 H -3.150 0.719 -3.978
20 H -1.564 1.408 -4.239
21 H -1.916 3.219 -2.713
22 H -3.263 2.416 -1.911
23 H -3.647 4.856 -3.673
24 H -6.028 4.154 -3.283
25 H -6.093 3.082 -4.668
26 H -6.671 2.425 -1.953
27 H -5.230 1.495 -2.344
28 H -4.703 -0.796 -2.404
29 H -5.178 -2.248 -3.273
30 H -6.220 -1.599 -2.002
31 H -5.064 0.920 -5.815
32 H -4.457 -0.719 -5.560
33 H -5.906 -0.443 -6.517
34 H -8.727 -1.253 -3.736
35 H -7.908 -2.140 -5.033
36 H -8.601 -0.542 -5.344
37 C 5.936 -1.215 0.226
38 C 6.007 -0.231 1.402
39 C 4.811 -0.205 2.360
40 F 3.693 0.189 1.709
41 F 5.052 0.695 3.342
42 F 6.270 1.012 0.964
43 F 7.058 -0.649 2.170
44 O 5.531 -0.639 -1.005
45 C 4.244 -0.661 -1.434
46 C 3.762 0.752 -1.804
47 F 3.822 1.563 -0.734
48 F 2.464 0.674 -2.198
49 F 3.405 -1.239 -0.554
50 F 4.180 -1.393 -2.576
51 H 6.963 -1.537 0.063
52 H 5.337 -2.086 0.489
53 H 4.642 -1.186 2.809
54 H 4.367 1.160 -2.614
55 C 4.914 -2.180 6.742
56 C 5.202 -1.473 8.072
57 C 4.166 -1.650 9.189
58 F 2.977 -1.135 8.805
59 F 4.584 -0.987 10.285
60 F 5.443 -0.167 7.869
61 F 6.343 -2.054 8.556
62 O 4.351 -1.348 5.743
63 C 3.008 -1.248 5.551
64 C 2.552 0.221 5.554
65 F 2.820 0.787 6.743
66 F 1.215 0.258 5.348
67 F 2.299 -1.992 6.412
68 F 2.735 -1.723 4.296
69 H 5.889 -2.470 6.356
70 H 4.322 -3.080 6.908
71 H 4.039 -2.707 9.435
72 H 3.064 0.762 4.758

Its net charge is +1. For the LUMO energy, the calculation gives -3.35 eV.

Mulliken atomic charge list, values in e, 8 entries:
1. C -1.263
2. C -0.405
3. C 0.096
4. C -1.029
5. P 0.475
6. Cl -0.127
7. C -0.707
8. C -0.181



Entry 3:
Here is 3 unconnected molecules or ions with the total composition C4H14O2S2 from the Open Molecules 2025 dataset. Energies are from ωB97M-V with the def2-TZVPD basis set.

Geometry (Å):
1 C -1.653 1.010 -3.066
2 C -0.415 0.554 -2.177
3 C 0.066 1.744 -1.405
4 S -0.084 1.594 0.402
5 S 0.160 -0.522 0.559
6 C 1.648 -1.704 0.176
7 H -2.603 0.463 -3.073
8 H -1.383 1.033 -4.099
9 H -1.993 2.025 -2.668
10 H 0.385 0.084 -2.631
11 H -0.901 -0.291 -1.555
12 H -0.463 2.720 -1.815
13 H 1.222 1.931 -1.491
14 H 2.145 -1.354 -0.762
15 H 1.377 -2.750 -0.048
16 H 2.322 -1.259 0.924
17 O 1.863 -0.245 3.035
18 H 2.104 0.642 3.167
19 H 0.978 -0.376 2.586
20 O -1.488 -2.152 4.594
21 H -2.321 -1.741 4.849
22 H -0.967 -1.407 4.499

Its net charge is 0. For the LUMO energy, the calculation gives -0.30 eV. The SMILES is CCCSSC.O.O. As for the energy above the lowest of the compared OMol25 structures with the same formula, charge and spin: 2.846 eV.

Mulliken atomic charge list, values in e, 8 entries:
1. C -1.177
2. C -0.231
3. C -0.604
4. S -0.053
5. S -0.290
6. C -0.749
7. H 0.325
8. H 0.265



Entry 4:
Here is a molecular structure, C48H108O25P4 from the Open Molecules 2025 dataset. Energies are from ωB97M-V with the def2-TZVPD basis set.

Geometry (Å):
1 C -3.144 1.326 3.010
2 C -4.153 2.208 2.204
3 C -3.973 3.635 2.713
4 O -3.166 3.602 3.834
5 C -2.882 2.292 4.228
6 H -2.305 1.061 2.361
7 H -3.529 0.345 3.292
8 H -5.217 1.989 2.377
9 H -4.140 2.169 1.109
10 H -4.882 4.094 2.991
11 H -3.502 4.197 1.871
12 H -3.547 2.026 5.056
13 H -1.911 2.298 4.712
14 C -4.524 -1.487 0.375
15 C -5.703 -1.731 1.291
16 C -5.103 -2.637 2.292
17 O -3.832 -2.087 2.553
18 C -3.310 -1.616 1.314
19 H -4.535 -0.496 -0.043
20 H -4.557 -2.263 -0.462
21 H -6.560 -2.132 0.802
22 H -6.085 -0.807 1.855
23 H -5.010 -3.647 1.824
24 H -5.660 -2.712 3.196
25 H -2.552 -2.330 0.921
26 H -2.754 -0.678 1.466
27 C -3.631 -5.304 -3.257
28 C -3.421 -5.301 -4.782
29 C -3.442 -3.785 -5.063
30 O -4.154 -3.103 -3.991
31 C -4.510 -4.101 -3.024
32 H -2.675 -5.145 -2.711
33 H -4.128 -6.211 -2.966
34 H -4.253 -5.709 -5.225
35 H -2.539 -5.880 -5.032
36 H -3.827 -3.488 -5.975
37 H -2.441 -3.316 -4.957
38 H -5.557 -4.341 -3.176
39 H -4.392 -3.723 -2.009
40 C 1.504 -0.980 0.033
41 C 1.646 0.533 0.305
42 C 0.216 1.080 0.120
43 O -0.674 0.008 0.357
44 C 0.063 -1.237 0.501
45 H 2.188 -1.521 0.720
46 H 1.622 -1.259 -1.000
47 H 2.248 1.039 -0.475
48 H 2.019 0.741 1.349
49 H 0.183 1.384 -0.943
50 H -0.084 1.897 0.829
51 H -0.430 -2.056 -0.050
52 H -0.028 -1.593 1.577
53 C -3.411 4.577 -1.813
54 C -2.159 3.785 -1.333
55 C -1.054 4.800 -1.447
56 O -1.518 5.805 -2.305
57 C -2.829 5.585 -2.757
58 H -3.946 5.037 -0.964
59 H -4.088 3.975 -2.379
60 H -2.002 2.900 -1.939
61 H -2.239 3.347 -0.345
62 H -0.125 4.480 -1.869
63 H -0.778 5.253 -0.552
64 H -2.803 5.214 -3.820
65 H -3.430 6.487 -2.717
66 C -3.807 0.416 -2.705
67 C -3.959 1.261 -3.995
68 C -2.446 1.578 -4.382
69 O -1.644 0.942 -3.405
70 C -2.402 -0.193 -2.900
71 H -4.685 -0.316 -2.638
72 H -3.795 1.112 -1.838
73 H -4.577 2.129 -3.886
74 H -4.356 0.634 -4.756
75 H -2.102 2.600 -4.457
76 H -2.339 1.031 -5.317
77 H -1.952 -0.490 -2.009
78 H -2.428 -0.967 -3.653
79 C 2.947 5.687 -4.991
80 C 1.621 5.674 -5.852
81 C 0.870 4.468 -5.221
82 O 1.711 3.834 -4.259
83 C 2.708 4.758 -3.781
84 H 3.176 6.656 -4.680
85 H 3.755 5.147 -5.511
86 H 1.942 5.559 -6.887
87 H 0.986 6.580 -5.792
88 H 0.683 3.756 -5.997
89 H -0.091 4.777 -4.773
90 H 3.535 4.119 -3.396
91 H 2.387 5.366 -2.856
92 C 2.763 5.264 2.349
93 C 2.792 6.712 1.892
94 C 3.659 7.428 2.941
95 O 4.060 6.489 3.890
96 C 3.051 5.531 3.825
97 H 3.608 4.593 1.989
98 H 1.808 4.788 2.116
99 H 1.798 6.967 2.122
100 H 3.110 6.705 0.843
101 H 2.940 8.189 3.365
102 H 4.581 7.906 2.583
103 H 2.200 5.912 4.322
104 H 3.358 4.635 4.299
105 C -0.126 -0.968 4.685
106 C -1.239 -1.639 5.482
107 C -1.365 -3.025 4.769
108 O -0.158 -3.187 3.980
109 C 0.743 -2.129 4.224
110 H 0.482 -0.289 5.283
111 H -0.511 -0.270 3.775
112 H -2.216 -1.113 5.413
113 H -0.854 -1.732 6.542
114 H -2.186 -3.054 4.082
115 H -1.410 -3.826 5.554
116 H 1.170 -1.865 3.200
117 H 1.564 -2.328 4.876
118 C -0.324 -3.348 -3.086
119 O -0.106 -2.436 -4.167
120 P 1.291 -2.232 -4.978
121 O 2.187 -3.327 -5.285
122 O 0.704 -1.559 -6.233
123 C 0.664 -2.200 -7.519
124 O 2.015 -1.144 -4.113
125 C 1.658 0.205 -3.815
126 H 0.521 -3.507 -2.404
127 H -0.552 -4.326 -3.471
128 H -1.194 -2.912 -2.528
129 H -0.280 -2.810 -7.626
130 H 1.556 -2.796 -7.704
131 H 0.655 -1.331 -8.206
132 H 2.404 0.902 -4.189
133 H 1.599 0.290 -2.746
134 H 0.686 0.413 -4.256
135 C 3.786 2.268 8.495
136 O 4.315 1.542 7.362
137 P 3.303 0.858 6.354
138 O 2.015 0.512 6.939
139 O 3.076 1.924 5.166
140 C 1.805 2.285 4.678
141 O 4.361 -0.074 5.664
142 C 4.150 -0.380 4.296
143 H 4.556 3.008 8.682
144 H 3.819 1.558 9.283
145 H 2.834 2.724 8.335
146 H 1.921 2.432 3.625
147 H 1.403 3.208 5.190
148 H 1.029 1.482 4.747
149 H 5.046 -0.906 4.027
150 H 3.936 0.533 3.693
151 H 3.323 -1.049 4.176
152 C 6.983 -1.015 1.481
153 O 6.759 -1.728 0.269
154 P 5.221 -2.062 0.013
155 O 4.510 -2.678 1.135
156 O 4.546 -0.694 -0.326
157 C 4.915 0.039 -1.457
158 O 5.432 -2.895 -1.283
159 C 4.158 -3.400 -1.896
160 H 6.056 -0.572 1.869
161 H 7.707 -0.232 1.327
162 H 7.325 -1.763 2.184
163 H 4.039 0.140 -2.143
164 H 5.809 -0.431 -1.876
165 H 5.155 1.038 -1.127
166 H 4.069 -2.909 -2.819
167 H 4.435 -4.433 -2.019
168 H 3.259 -3.237 -1.304
169 C 1.559 -4.572 1.233
170 O 1.284 -5.637 0.435
171 P -0.307 -5.739 0.177
172 O -1.029 -4.917 -0.796
173 O -0.239 -7.261 -0.354
174 C 0.331 -8.256 0.449
175 O -0.877 -5.685 1.633
176 C -2.206 -5.280 1.909
177 H 0.878 -3.728 1.242
178 H 2.489 -4.144 0.942
179 H 1.640 -4.927 2.271
180 H 0.202 -9.120 -0.138
181 H -0.092 -8.328 1.418
182 H 1.404 -8.122 0.610
183 H -2.185 -4.926 2.949
184 H -2.846 -6.168 1.791
185 H -2.495 -4.470 1.293

Its net charge is 0. For the LUMO energy, the calculation gives 0.39 eV.

Mulliken atomic charge list, values in e, 8 entries:
1. C 1.437
2. C -0.237
3. C -0.283
4. O -0.493
5. C -0.465
6. H -1.133
7. H 0.055
8. H 0.321



| no. | total energy (hartree) |
| --- | --- |
| 1 | -1573.270606 |
| 2 | -3657.041105 |
| 3 | -1107.545598 |
| 4 | -5140.220643 |